[1]
# C28H44O8S4

A 6-piece molecular cluster, C28H44O8S4 overall (the ωB97M-V functional and the def2-TZVPD basis, OMol25).

```
84
Properties=species:S:1:pos:R:3:mulliken_charge:R:1
O 6.31694 8.39460 14.74546 -0.688
S 7.45214 9.17243 15.03152 1.170
O 8.62272 8.64759 15.66210 -0.647
C 8.00311 9.90913 13.42763 -0.803
C 7.64297 11.44074 13.51908 -0.278
C 7.81114 11.82208 14.97769 -0.073
C 7.04399 10.74219 15.79929 -0.796
H 7.55522 9.40275 12.58033 0.442
H 9.09343 9.76008 13.36188 0.299
H 8.32083 11.95942 12.82858 -0.057
H 6.61201 11.59064 13.17769 0.359
H 7.25766 12.72640 15.26095 0.403
H 8.86802 11.91703 15.35461 -0.107
H 5.97458 10.94871 15.72473 0.427
H 7.31470 10.72471 16.85156 0.355
O 11.77411 16.59456 18.31272 -0.484
S 10.72514 17.59169 18.34963 1.089
O 10.84769 18.76983 17.53921 -0.748
C 9.16817 16.82046 18.19753 0.143
C 8.32326 17.30483 19.30510 -0.859
C 9.25986 17.49133 20.56753 -0.425
C 10.50500 18.20158 20.01373 -0.997
H 9.38837 15.76301 18.35508 -0.353
H 8.72375 17.00500 17.21853 0.487
H 7.73802 18.20983 19.10339 0.353
H 7.56810 16.56318 19.50542 0.389
H 9.50705 16.46604 20.95404 0.176
H 8.71126 18.05430 21.34364 0.359
H 11.36831 18.15440 20.61571 0.481
H 10.27264 19.23229 19.89439 0.377
O 8.53825 12.24278 18.31750 -0.593
S 9.60308 12.73772 19.15085 1.053
O 9.35240 13.93164 19.90749 -0.640
C 10.25063 11.39942 20.32219 -0.800
C 11.73149 11.16733 19.91097 -0.568
C 11.76741 11.40474 18.39328 -0.457
C 11.16099 12.80469 18.15025 -0.361
H 9.50602 10.53921 20.21456 0.304
H 10.06298 11.77748 21.32011 0.442
H 12.27754 11.93172 20.48498 0.271
H 11.98229 10.13305 20.15228 0.399
H 11.15871 10.67933 17.86555 0.457
H 12.83442 11.40070 17.99558 0.076
H 10.93367 12.97751 17.11757 0.177
H 11.75889 13.64308 18.53928 0.292
O 14.42982 13.04877 17.62773 -0.506
S 15.60373 13.50152 18.30889 1.051
O 15.84567 12.99238 19.64029 -0.742
C 17.07527 13.19353 17.23474 -0.800
C 17.89507 14.49863 17.29161 -0.549
C 16.85905 15.58139 17.25174 -0.488
C 15.76180 15.27547 18.32510 -0.367
H 16.61818 13.20089 16.22962 0.312
H 17.48995 12.23413 17.52808 0.466
H 18.49360 14.56470 18.22032 0.294
H 18.55760 14.47223 16.40966 0.338
H 16.27602 15.71538 16.27681 0.213
H 17.38181 16.51958 17.49670 0.351
H 14.81832 15.74220 18.19098 0.092
H 16.13966 15.60052 19.31661 0.376
C 12.81040 13.89459 14.77078 -0.157
C 11.72806 13.58413 14.02134 -0.849
C 10.79762 14.59410 13.81443 -0.355
C 11.02399 15.87889 14.27120 -0.752
C 12.14357 16.17346 15.06044 -0.272
C 13.06127 15.13118 15.27981 0.064
H 13.46879 13.03310 15.05488 0.157
H 11.68114 12.64818 13.55137 0.623
H 9.93957 14.34725 13.22097 0.421
H 10.24244 16.64270 14.14511 0.375
H 12.21279 17.24370 15.45973 0.330
H 13.81594 15.27057 16.03438 0.303
C 11.00908 10.26560 9.74284 -0.662
C 11.12540 11.56489 9.31850 -0.132
C 10.07294 12.45977 9.34252 -0.643
C 8.87007 11.94858 9.77789 -0.109
C 8.61617 10.57543 10.14615 -0.652
C 9.75292 9.76360 10.13739 -0.121
H 11.87008 9.59130 9.67552 0.393
H 12.12839 11.87865 9.00174 0.307
H 10.24909 13.52462 9.11167 0.359
H 8.08433 12.68474 9.86187 0.349
H 7.62134 10.27097 10.33081 0.580
H 9.67377 8.66626 10.20091 0.353
```

Computed properties:
- HOMO (eV) = -9.25
- frontier orbital gap (eV) = 9.76

***

[2]
# C28H45AsFHgIN5S3Si3

C28H45AsFHgIN5S3Si3 as an isolated structure (the ωB97M-V functional and the def2-TZVPD basis, OMol25).

```
88
Properties=species:S:1:pos:R:3:mulliken_charge:R:1
Hg 0.28183 1.10502 0.45655 1.562
N -2.28384 3.45756 3.82409 -0.170
C -2.54293 4.75629 3.37191 -0.092
C -2.63933 5.79635 4.24305 -0.645
C -3.07345 7.04816 3.81183 -0.577
C -3.36235 7.28407 2.49809 -0.416
C -3.24292 6.21184 1.55429 -0.650
C -2.83928 4.96840 2.00690 0.712
S -2.70098 3.63263 0.93023 -0.317
N -1.67364 2.55242 1.70573 0.074
C -1.51122 2.54803 3.00167 -0.208
C -0.62715 1.66638 3.64042 0.738
C -0.58617 1.56969 5.06323 -1.011
C 0.43538 0.90262 5.69794 -0.426
C 1.37792 0.20254 4.89659 -1.006
C 1.16738 0.19843 3.52219 0.010
N 0.22984 0.88704 2.91896 0.060
H -1.92738 3.51426 4.75049 0.094
H -2.33564 5.65616 5.24499 0.384
H -3.10517 7.84301 4.55473 0.319
H -3.70991 8.29156 2.21138 0.297
H -3.50163 6.39467 0.51244 0.367
H -1.38905 2.00669 5.64164 0.477
H 0.47430 0.82498 6.77066 0.378
H 2.18221 -0.38797 5.31803 0.369
H 1.86350 -0.34233 2.86038 0.245
C 4.96415 1.48183 -0.47040 -1.377
C 3.45368 1.71058 -0.35200 -0.069
S 2.59953 0.27348 0.22390 -0.471
C 2.88735 2.89972 -0.69107 0.733
C 3.76883 4.05065 -1.07870 -1.538
S 1.18411 3.33998 -0.57643 -0.475
H 5.17390 0.49643 -0.94227 0.140
H 5.43688 1.45263 0.52694 0.264
H 5.45699 2.19063 -1.12665 0.372
H 4.35600 4.40002 -0.20550 0.282
H 3.13629 4.86825 -1.38038 0.392
H 4.50691 3.80314 -1.89806 0.265
C 4.11617 -2.90671 -1.33224 -0.801
Si 2.45191 -3.57613 -1.85795 0.229
C 2.61653 -4.15935 -3.66445 -0.936
C 2.12976 -5.10545 -0.82735 -1.087
As 0.80646 -1.89273 -1.58786 0.337
Si 0.76808 -0.71362 -3.62554 0.446
C -0.00708 -1.84205 -4.97723 -0.942
C -0.35899 0.75916 -3.31776 -0.690
C 2.50185 -0.21816 -4.14039 -0.958
Si -1.18399 -3.14982 -1.87659 0.553
C -2.64742 -2.13865 -2.55013 -1.196
C -1.16250 -4.69948 -2.95273 -1.047
C -1.53747 -3.71034 -0.11328 -0.970
H 4.93880 -3.59334 -1.66532 0.342
H 4.13933 -2.87061 -0.23014 0.286
H 4.36189 -1.88030 -1.70397 -0.013
H 3.17938 -5.09869 -3.70270 0.424
H 3.05829 -3.37854 -4.22633 0.259
H 1.56023 -4.35639 -3.95678 0.113
H 3.02316 -5.69611 -1.01488 0.339
H 1.28944 -5.68914 -1.24681 0.237
H 2.04822 -4.99877 0.24567 0.323
H -0.89600 -2.31776 -4.63702 0.034
H 0.75886 -2.60505 -5.26345 0.177
H -0.27054 -1.20858 -5.81986 0.482
H -0.90417 0.61021 -2.34665 -0.111
H -1.10764 0.89391 -4.12671 0.381
H 0.20451 1.69853 -3.26074 0.304
H 3.05967 -1.04580 -4.57028 0.264
H 3.08138 0.18557 -3.31627 0.138
H 2.40248 0.59886 -4.89947 0.353
H -2.67483 -2.14713 -3.61860 0.517
H -2.69208 -1.07591 -2.16852 0.048
H -3.51792 -2.70539 -2.24916 0.463
H -1.24035 -4.43664 -4.02605 0.292
H -2.10725 -5.19752 -2.68556 0.370
H -0.34092 -5.45047 -2.79150 0.227
H -1.31880 -2.89761 0.60436 0.033
H -0.84755 -4.56339 0.09018 0.262
H -2.53832 -4.07256 0.11520 0.429
F -1.48678 -0.15736 -0.17429 -0.782
I -6.19542 -2.05687 0.69385 -0.001
C -4.64123 -1.68480 2.01384 -0.790
C -3.26756 -1.66667 1.77277 0.390
N -2.74080 -1.31641 2.96669 0.454
N -3.68411 -1.07623 3.91556 -0.927
C -4.83168 -1.25302 3.30486 -0.156
H -2.65473 -1.63960 0.87801 0.037
H -1.79992 -0.98382 3.06494 0.292
H -5.72530 -1.06907 3.82087 0.488
```

Computed properties:
- ΔE to the lowest compared entry with this formula, charge and spin (kcal/mol) = 10.1
- HOMO (alpha / beta) (eV) = -0.13 / -0.94
- expectation value of S² = 0.7694
- frontier orbital gap (alpha / beta) (eV) = 3.74 / 4.55
- charge = -2
- 2S+1 = 2

***

[3]
# C28H45B2F13NO12PS

A 4-piece molecular cluster, C28H45B2F13NO12PS overall (the ωB97M-V functional and the def2-TZVPD basis, OMol25).

```
103
Properties=species:S:1:pos:R:3:mulliken_charge:R:1
C 2.00919 -2.17203 2.40401 -1.228
C 1.26752 -1.03260 1.71521 -0.465
N 0.01381 -0.63372 2.37354 0.336
C -1.20297 -1.02157 1.70529 -1.953
C -1.97804 0.12891 0.97183 1.812
C -1.33086 1.51481 0.95252 -1.870
C -0.98838 2.30790 -0.32865 -1.498
C 0.44225 2.18303 -0.86870 1.323
F 1.18394 1.29043 -0.14710 -0.133
F 1.07649 3.39772 -0.75792 -0.361
C 0.66383 1.77645 -2.35085 0.255
F 0.47309 0.43903 -2.50139 -0.225
F 1.97287 2.03736 -2.64359 -0.362
C -0.20046 2.53136 -3.39680 0.787
F -0.46823 3.80183 -2.96894 -0.358
F -1.38040 1.85330 -3.52787 -0.291
C 0.43114 2.57825 -4.81106 0.486
F 0.95666 1.34535 -5.08715 -0.251
F 1.42594 3.50940 -4.83890 -0.298
C -0.56465 2.90333 -5.97396 0.575
F -1.35733 1.82475 -6.22509 -0.232
F 0.23056 3.11808 -7.06346 -0.296
C -1.46197 4.16461 -5.82507 0.582
F -0.73731 5.19328 -5.32799 -0.225
F -2.50482 3.90576 -5.01060 -0.214
F -1.92601 4.49537 -7.04480 -0.246
P -2.76390 -0.49205 -0.60434 0.456
S -4.30971 0.53792 -1.22125 -0.416
O -3.13275 0.30854 1.83732 -0.416
C -3.53445 -0.91255 2.29382 -0.537
O -4.69846 -1.15715 2.54891 -0.607
C -2.29492 -1.75708 2.55144 2.493
C -2.12022 -1.57214 4.09385 -2.861
B -1.39849 -2.74446 4.86015 0.741
O -1.96922 -3.37815 5.93571 -0.661
O -0.15639 -3.17707 4.46610 -0.456
B -2.45545 -3.28107 2.10433 1.317
O -1.37098 -4.10586 1.98150 -0.864
O -3.69423 -3.79382 1.88727 -0.549
C -3.86656 -4.82776 0.91554 -0.793
H 1.74211 -2.23353 3.45055 0.143
H 3.07855 -1.99293 2.35757 0.450
H 1.83783 -3.13681 1.93348 0.270
H 1.93552 -0.17556 1.72883 0.372
H 1.09577 -1.25471 0.66743 0.273
H 0.03768 -0.97907 3.31883 -0.135
H -0.93009 -1.71102 0.89282 1.003
H -2.06044 2.12706 1.46681 0.511
H -0.45422 1.48807 1.58883 0.578
H -1.74666 2.18919 -1.09562 0.401
H -1.04765 3.35181 -0.04157 0.456
H -3.08230 -1.83075 -0.34429 0.019
H -1.78006 -0.52569 -1.58521 0.017
H -3.11983 -1.47587 4.50872 0.675
H -1.61044 -0.64007 4.31326 0.700
H -2.72990 -2.89686 6.25555 0.331
H -0.03294 -4.09711 4.70422 0.243
H -0.53369 -3.64225 1.98135 0.254
H -4.86580 -4.71710 0.51526 0.256
H -3.75553 -5.80401 1.37423 0.291
H -3.15945 -4.74513 0.10339 0.325
C 6.41547 3.37383 -3.10913 -0.853
C 6.95969 1.97527 -2.90552 -0.409
O 7.19766 1.68009 -1.52800 -0.364
C 6.23278 1.21518 -0.70788 0.374
C 4.79336 1.24852 -1.16561 -0.494
O 6.54609 0.84589 0.38604 -0.574
H 5.44118 3.49912 -2.63691 0.196
H 6.31015 3.58789 -4.17278 0.342
H 7.09306 4.10559 -2.67086 0.303
H 6.31774 1.21682 -3.35512 0.387
H 7.93659 1.88076 -3.37557 0.318
H 4.34207 2.18491 -0.83998 0.262
H 4.26729 0.42615 -0.68846 0.290
H 4.66446 1.14966 -2.24016 0.247
C -1.02744 -4.02492 -7.08401 -0.949
C -2.03584 -3.30909 -6.21111 -0.284
O -1.84931 -3.59712 -4.82106 -0.393
C -0.99148 -2.91512 -4.05127 0.735
C 0.00970 -1.97810 -4.67245 -0.044
O -1.01132 -3.10405 -2.86515 -0.584
H -0.00927 -3.69580 -6.87680 0.272
H -1.24015 -3.83770 -8.13620 0.353
H -1.07189 -5.09836 -6.90415 0.299
H -2.03836 -2.23211 -6.38073 0.269
H -3.04064 -3.66474 -6.42742 0.322
H 0.94030 -2.51445 -4.85369 0.312
H 0.20562 -1.18701 -3.96037 -0.532
H -0.31809 -1.51035 -5.59771 0.323
C -1.95171 2.35988 8.29523 -1.026
C -0.91854 1.25668 8.37832 -0.436
O -0.77180 0.55859 7.13718 -0.387
C 0.04628 0.97920 6.15806 0.956
C 0.65591 2.35781 6.22456 -1.335
O 0.21388 0.25612 5.21596 -0.547
H -1.65931 3.13346 7.58551 0.271
H -2.08637 2.82446 9.27169 0.392
H -2.90782 1.95400 7.96700 0.294
H 0.04787 1.62095 8.72737 0.386
H -1.24035 0.49179 9.08174 0.356
H -0.00283 3.04977 5.70137 0.278
H 1.61050 2.32712 5.70747 0.357
H 0.82623 2.72405 7.23332 0.385
```

Computed properties:
- ΔE to the lowest compared entry with this formula, charge and spin (kcal/mol) = 0.0
- HOMO (eV) = -8.44
- frontier orbital gap (eV) = 8.85